Entry 1:
# CHCl3FOP

2 unconnected molecules or ions with the total composition CHCl3FOP at a distorted geometry (wB97M-V/def2-TZVPD, the OMol25 dataset).

Last column: Löwdin charge in e.
Element x y z (Å)
C (-0.633, 0.815, 0.432)  -1.1953
O (-0.578, 1.010, 1.611)  -0.0314
F (1.411, 2.090, -1.357)  -0.3607
P (1.059, 0.614, -0.901)  0.2840
Cl (-1.780, 0.407, -0.512)  0.7819
Cl (-0.115, -2.078, 1.022)  0.3601
Cl (0.401, -0.177, -2.395)  0.3697
H (0.235, -2.681, 2.099)  -0.2083

Cartesian forces, eV/Å:
C 6.41 1.65 2.08
O -0.15 0.11 -1.02
F -0.57 0.77 -0.31
P 3.61 1.76 7.49
Cl -6.84 -1.51 -2.83
Cl 0.03 -0.49 0.08
Cl -2.50 -2.39 -5.42
H 0.02 0.09 -0.07

Its spin multiplicity is 1. The value obtained for the HOMO-LUMO gap is 0.31941 hartree. The structure (SMILES) is O=C(Cl)P(F)Cl.Cl. For the LUMO energy, the calculation gives 0.19 eV. Its charge is 0. As for the energy: -52673.289 eV. The calculation puts the energy above the lowest of the compared OMol25 structures with the same formula, charge and spin at 319.6 kJ/mol.

***

Entry 2:
# C48H54F6N6O3

2 unconnected molecules or ions with the total composition C48H54F6N6O3 at a distorted geometry (wB97M-V/def2-TZVPD, the OMol25 dataset).

Last column: Löwdin charge in e.
Element x y z (Å)
C (2.949, 2.788, -1.320)  -0.0494
C (3.359, 1.425, -0.760)  -0.3860
C (4.304, 1.604, 0.425)  -0.0714
C (3.930, 0.525, -1.855)  -0.1207
C (5.291, 0.579, -2.167)  -0.0271
C (5.792, -0.118, -3.266)  -0.0577
C (4.941, -0.863, -4.081)  -0.0361
C (3.580, -0.940, -3.800)  -0.1179
C (2.706, -1.788, -4.730)  -0.3958
C (3.063, -3.268, -4.628)  -0.0610
C (2.777, -1.330, -6.184)  -0.0610
C (3.087, -0.283, -2.654)  -0.0712
N (1.675, -0.347, -2.380)  0.0119
N (0.791, 0.060, -3.333)  0.1599
N (-0.438, -0.100, -2.771)  0.0220
C (-1.633, 0.186, -3.527)  -0.0787
C (-2.570, -0.838, -3.808)  -0.0984
C (-2.274, -2.310, -3.502)  -0.3609
C (-1.106, -2.877, -4.307)  -0.0409
C (-3.484, -3.223, -3.693)  -0.0806
C (-3.768, -0.476, -4.427)  -0.0251
C (-3.991, 0.831, -4.852)  -0.0483
C (-3.015, 1.802, -4.657)  -0.0285
C (-1.826, 1.497, -3.991)  -0.1185
C (-0.823, 2.637, -3.771)  -0.3869
C (-1.408, 3.734, -2.883)  -0.0563
C (-0.347, 3.235, -5.095)  -0.0593
C (-0.325, -0.595, -1.485)  -0.1242
C (-1.463, -0.824, -0.626)  -0.1169
C (-2.469, 0.152, -0.433)  0.0790
C (-3.570, -0.136, 0.348)  -0.0975
C (-4.535, 0.971, 0.673)  -0.5012
F (-5.823, 0.530, 0.770)  0.1244
F (-4.228, 1.562, 1.881)  0.1076
F (-4.512, 1.971, -0.264)  0.1156
C (-3.767, -1.414, 0.871)  0.0604
C (-2.778, -2.379, 0.685)  -0.0970
C (-3.036, -3.794, 1.133)  -0.4998
F (-2.048, -4.652, 0.738)  0.1226
F (-3.132, -3.907, 2.502)  0.1037
F (-4.215, -4.271, 0.626)  0.1238
C (-1.588, -2.059, 0.055)  0.0512
C (1.014, -0.810, -1.220)  -0.2572
C (1.592, -1.329, -0.065)  0.0254
H (2.227, 2.687, -2.139)  0.0651
H (2.496, 3.398, -0.530)  0.0833
H (3.832, 3.315, -1.708)  0.0865
H (2.471, 0.915, -0.377)  0.0962
H (4.656, 0.631, 0.786)  0.0870
H (5.168, 2.224, 0.154)  0.0725
H (3.766, 2.099, 1.242)  0.0857
H (5.958, 1.191, -1.556)  0.1109
H (6.854, -0.062, -3.502)  0.1057
H (5.330, -1.397, -4.952)  0.1133
H (1.677, -1.647, -4.398)  0.0760
H (3.014, -3.606, -3.586)  0.0861
H (2.364, -3.870, -5.223)  0.0790
H (4.085, -3.435, -4.999)  0.0794
H (2.464, -0.283, -6.267)  0.0818
H (3.799, -1.429, -6.574)  0.0751
H (2.099, -1.942, -6.793)  0.0816
H (-2.003, -2.356, -2.437)  0.1114
H (-0.192, -2.290, -4.178)  0.0500
H (-0.905, -3.905, -3.977)  0.0910
H (-1.356, -2.887, -5.379)  0.0955
H (-4.357, -2.852, -3.145)  0.0823
H (-3.732, -3.311, -4.759)  0.0862
H (-3.245, -4.223, -3.312)  0.0855
H (-4.534, -1.232, -4.607)  0.1048
H (-4.927, 1.087, -5.350)  0.1105
H (-3.171, 2.824, -5.006)  0.1150
H (0.050, 2.200, -3.277)  0.0961
H (-1.779, 3.324, -1.936)  0.0733
H (-0.636, 4.481, -2.657)  0.0836
H (-2.244, 4.233, -3.393)  0.0812
H (0.112, 2.458, -5.715)  0.0832
H (-1.188, 3.675, -5.646)  0.0765
H (0.400, 4.014, -4.901)  0.0838
H (-2.344, 1.136, -0.873)  0.1258
H (-4.681, -1.651, 1.399)  0.1401
H (-0.760, -2.760, 0.016)  0.1272
H (0.900, -1.743, 0.663)  0.0256
H (2.675, -1.355, 0.014)  0.0423
C (0.876, -5.854, 5.390)  -0.0806
C (1.099, -4.366, 5.449)  -0.2303
O (-0.173, -3.822, 5.019)  -0.0300
C (-0.198, -2.450, 5.044)  -0.4510
C (-1.464, -1.964, 4.523)  0.0952
C (-1.897, -0.693, 4.857)  -0.2816
C (-3.322, -0.259, 4.744)  -0.0198
N (-0.913, 0.126, 5.285)  0.0953
N (-1.174, 1.202, 5.913)  0.1348
C (-0.107, 2.142, 5.818)  -0.4727
N (-0.429, 3.144, 6.715)  0.1210
C (0.336, 4.261, 7.027)  -0.2243
C (-0.010, 5.017, 8.173)  -0.0347
C (0.811, 6.056, 8.606)  -0.0948
C (1.955, 6.398, 7.870)  -0.1012
C (2.261, 5.708, 6.689)  -0.0788
C (1.453, 4.648, 6.261)  -0.0129
O (0.864, 2.071, 5.076)  0.0814
O (0.757, -1.815, 5.481)  0.0942
H (1.809, -6.395, 5.542)  0.0758
H (0.165, -6.150, 6.173)  0.0806
H (0.446, -6.128, 4.419)  0.0809
H (1.343, -4.039, 6.471)  0.1272
H (1.900, -4.045, 4.765)  0.1306
H (-2.159, -2.665, 4.077)  0.0999
H (-3.967, -1.142, 4.669)  0.0849
H (-3.605, 0.321, 5.632)  0.0818
H (-3.496, 0.357, 3.852)  0.0683
H (-1.242, 2.892, 7.268)  0.1379
H (-0.918, 4.757, 8.722)  0.1074
H (0.555, 6.597, 9.519)  0.1024
H (2.604, 7.204, 8.211)  0.0972
H (3.130, 5.982, 6.091)  0.1042
H (1.685, 4.093, 5.353)  0.0997

Cartesian forces, eV/Å:
C 0.00 0.03 -0.21
C -0.10 -0.47 0.00
C -0.04 -0.07 0.02
C -0.26 0.16 -0.09
C -0.13 -0.22 -0.20
C -0.02 -0.04 -0.06
C 0.21 0.28 0.26
C -0.17 -0.38 -0.01
C -0.17 0.19 0.43
C 0.10 -0.08 0.19
C -0.02 0.21 0.04
C 0.25 0.30 -0.52
N -1.17 0.25 0.21
N -1.83 -0.08 0.62
N 3.00 -0.44 0.35
C -0.33 0.27 -0.57
C 0.29 -0.19 0.02
C -0.19 0.17 0.59
C 0.18 0.13 -0.17
C -0.02 0.02 0.10
C 0.14 0.07 -0.10
C 0.13 0.17 0.07
C -0.23 -0.25 -0.05
C 0.16 0.37 0.21
C 0.03 -0.43 0.20
C -0.13 -0.03 0.12
C 0.02 -0.21 -0.09
C -1.74 0.86 -1.71
C -0.91 -0.10 0.96
C 0.93 -0.53 -0.29
C -0.24 -0.16 0.19
C -0.56 0.75 0.14
F 1.00 0.39 -0.04
F -0.34 -0.49 -1.10
F -0.08 -0.91 0.90
C 0.02 0.11 -0.17
C -0.06 0.12 0.18
C -0.01 -0.91 0.43
F -0.92 0.75 0.37
F -0.01 0.05 -1.16
F 0.99 0.41 0.44
C 0.07 0.57 -0.63
C 2.59 -0.95 1.55
C -0.56 0.45 -1.52
H 0.10 0.03 0.10
H 0.08 -0.08 -0.14
H -0.19 -0.04 0.06
H 0.02 0.20 0.05
H 0.02 0.19 0.01
H -0.10 -0.10 0.14
H 0.18 -0.07 -0.13
H -0.23 -0.23 -0.24
H -0.22 -0.02 0.06
H -0.06 0.23 0.32
H 0.19 -0.20 -0.16
H 0.04 -0.02 -0.17
H 0.18 0.09 0.08
H -0.25 -0.09 0.08
H 0.10 -0.13 -0.08
H -0.27 0.03 -0.04
H 0.20 0.12 0.05
H -0.04 -0.10 -0.31
H -0.15 -0.13 -0.03
H -0.02 0.24 -0.15
H 0.10 -0.04 0.24
H 0.07 -0.13 -0.10
H -0.06 -0.04 0.22
H -0.06 0.18 -0.12
H 0.32 0.28 0.02
H 0.25 -0.06 0.14
H -0.01 -0.35 0.08
H -0.14 0.26 -0.03
H 0.04 0.14 -0.13
H -0.20 -0.10 -0.04
H 0.19 -0.04 0.20
H -0.05 0.16 0.00
H 0.24 -0.02 0.06
H -0.17 -0.11 -0.09
H -0.07 -0.13 0.02
H 0.02 -0.02 0.00
H -0.30 -0.09 -0.21
H 0.65 0.23 0.11
H -0.31 -0.23 0.25
C -0.14 -0.31 0.10
C -0.18 -0.39 -0.09
O 0.44 1.21 0.00
C 2.40 -0.51 0.54
C -1.55 1.83 0.82
C -0.44 -2.87 -0.34
C -0.33 0.04 -0.24
N 1.29 3.95 0.72
N -1.10 -2.82 -1.48
C 1.89 0.62 0.03
N 0.01 -0.89 -0.77
C 0.64 1.10 0.58
C 0.27 -0.30 -0.36
C 0.10 -0.10 -0.43
C -0.07 -0.17 -0.14
C -0.54 -0.07 0.36
C -0.12 -0.09 0.16
O -1.56 0.25 1.01
O -1.55 -0.93 -0.64
H 0.00 -0.04 0.00
H 0.15 -0.03 -0.19
H 0.19 -0.01 0.19
H -0.12 0.10 -0.41
H -0.34 0.06 0.25
H 0.19 0.00 0.20
H 0.12 0.22 0.03
H 0.11 -0.11 -0.25
H 0.12 0.01 0.27
H 0.22 0.42 -0.04
H 0.30 0.04 -0.05
H 0.08 -0.13 -0.31
H -0.18 -0.19 -0.07
H -0.24 -0.05 0.22
H 0.01 0.20 0.36

Its spin multiplicity is 1. The value obtained for the HOMO-LUMO gap is 0.18596 hartree. For the LUMO energy, the calculation gives -1.34 eV. Its charge is 0. As for the energy: -82038.483 eV. The calculation puts the energy above the lowest of the compared OMol25 structures with the same formula, charge and spin at 0.0 kJ/mol.

***

Entry 3:
# C23H27N4O4

2 unconnected molecules or ions with the total composition C23H27N4O4 at a distorted geometry (wB97M-V/def2-TZVPD, the OMol25 dataset).

Last column: Löwdin charge in e.
Element x y z (Å)
O (-2.161, -3.560, 6.486)  0.0742
O (0.672, -2.120, -4.231)  0.1367
O (-3.516, -2.580, 3.112)  0.0619
O (0.098, -2.717, -2.133)  0.0704
C (-2.108, -2.440, 6.969)  -0.5588
C (0.832, -2.018, -3.032)  -0.4799
C (-3.535, -2.070, 4.226)  -0.4541
C (-0.775, -2.267, 1.605)  0.0242
C (-0.767, -1.392, 2.654)  -0.1985
C (-0.412, -0.234, 0.800)  -0.0352
C (3.647, 5.938, -7.193)  -0.0849
C (4.113, 4.686, -7.602)  -0.0728
C (2.861, 6.046, -6.044)  -0.0762
C (3.796, 3.544, -6.860)  -0.0313
C (2.544, 4.902, -5.303)  -0.0349
C (3.670, 1.436, -4.722)  -0.0089
C (1.452, 2.273, -4.286)  -0.0136
C (3.399, 0.307, -3.946)  -0.0176
C (1.177, 1.141, -3.509)  -0.0298
C (3.011, 3.636, -5.697)  -0.1874
C (2.705, 2.438, -4.898)  -0.1751
C (2.154, 0.151, -3.326)  -0.2310
N (-0.543, -1.534, 0.455)  0.1351
N (-4.613, -2.136, 5.017)  0.0302
N (-2.156, -1.328, 6.225)  0.0816
N (-0.546, -0.125, 2.140)  0.1658
C (-1.994, -2.262, 8.466)  0.0117
C (1.888, -1.066, -2.469)  -0.0550
C (-5.858, -2.821, 4.669)  -0.0381
C (-0.959, -1.760, 4.110)  -0.0537
C (-2.292, -1.307, 4.752)  -0.1776
H (-0.426, -3.315, -2.701)  0.1485
H (-0.956, -3.336, 1.676)  0.1561
H (-0.233, 0.588, 0.112)  0.1567
H (3.896, 6.825, -7.769)  0.1037
H (4.722, 4.600, -8.498)  0.1050
H (2.500, 7.020, -5.726)  0.1033
H (4.157, 2.580, -7.204)  0.1106
H (1.949, 5.012, -4.403)  0.1065
H (4.651, 1.539, -5.176)  0.1163
H (0.679, 3.020, -4.432)  0.1138
H (4.173, -0.447, -3.836)  0.1159
H (0.193, 1.034, -3.067)  0.1078
H (-0.479, -1.929, -0.487)  0.1274
H (-4.541, -1.738, 5.938)  0.1299
H (-2.086, -0.450, 6.715)  0.1481
H (-0.481, 0.728, 2.683)  0.1851
H (-1.865, -3.242, 8.926)  0.0934
H (-2.903, -1.803, 8.851)  0.0868
H (-1.133, -1.640, 8.703)  0.0850
H (1.575, -0.732, -1.479)  0.0980
H (2.810, -1.638, -2.340)  0.1348
H (-6.210, -2.487, 3.691)  0.0892
H (-5.686, -3.899, 4.626)  0.0946
H (-6.626, -2.612, 5.415)  0.0896
H (-0.874, -2.845, 4.211)  0.1347
H (-0.130, -1.323, 4.668)  0.1316
H (-2.460, -0.270, 4.467)  0.1501

Cartesian forces, eV/Å:
O 0.01 0.41 -0.43
O -0.23 -0.44 1.70
O 0.35 0.37 0.10
O -0.12 -0.23 -0.17
C 0.13 -2.11 0.78
C 0.96 1.25 -2.37
C -0.02 -0.96 -0.45
C 0.11 0.60 0.46
C -0.41 -1.04 0.42
C -0.08 -0.48 -0.15
C -0.07 -0.23 0.14
C -0.25 -0.03 0.40
C 0.11 -0.45 -0.12
C -0.06 0.46 0.04
C 0.26 0.11 -0.43
C -0.36 -0.15 0.25
C 0.16 -0.50 0.23
C -0.38 0.37 -0.11
C 0.68 0.18 -0.32
C 0.17 0.70 -0.45
C -0.07 -0.52 0.32
C 0.11 0.12 -0.40
N -0.10 0.98 1.12
N -0.14 0.61 0.63
N -0.42 1.57 -1.14
N 0.01 -0.96 -0.96
C 0.07 0.03 -0.14
C -0.48 -0.06 0.32
C 0.32 -0.11 -0.32
C -0.13 0.12 -0.56
C 0.20 -0.10 0.81
H -0.11 0.01 0.32
H 0.07 0.38 -0.41
H -0.04 -0.29 0.25
H -0.04 -0.13 0.09
H -0.10 -0.02 0.13
H 0.04 -0.15 -0.01
H -0.09 0.05 0.09
H 0.06 -0.09 -0.03
H -0.14 0.05 0.05
H 0.10 -0.08 -0.01
H -0.13 0.02 0.06
H -0.03 -0.05 0.02
H 0.12 0.20 0.00
H 0.01 -0.05 -0.01
H -0.02 -0.01 -0.17
H 0.02 -0.11 -0.28
H -0.05 0.16 -0.15
H 0.02 0.12 0.13
H -0.03 0.14 0.16
H 0.05 -0.13 0.24
H -0.10 -0.05 0.05
H 0.06 -0.04 0.11
H -0.06 0.07 -0.03
H 0.26 0.07 -0.04
H -0.01 0.13 -0.10
H -0.10 0.05 0.20
H -0.09 0.23 0.15

Its spin multiplicity is 1. The value obtained for the HOMO-LUMO gap is 0.27886 hartree. For the LUMO energy, the calculation gives -2.71 eV. Its charge is +1. As for the energy: -38435.664 eV. The calculation puts the energy above the lowest of the compared OMol25 structures with the same formula, charge and spin at 0.0 kJ/mol.